{"formula": "C48H52AsBrN2O6ScSi", "method": "ωB97M-V with the def2-TZVPD basis set", "e_tot_ev": -225351.1994, "relative_energy_kcal_mol": 78.26, "homo_ev": -2.394, "multiplicity": 1, "charge": -1, "lumo_ev": 2.185, "symbols": ["Sc", "Br", "C", "C", "C", "C", "O", "C", "C", "N", "C", "C", "C", "C", "C", "C", "C", "C", "N", "C", "C", "H", "H", "H", "H", "H", "H", "H", "H", "H", "H", "C", "As", "C", "C", "O", "H", "H", "H", "H", "H", "H", "H", "H", "H", "C", "C", "C", "C", "Si", "O", "C", "C", "C", "C", "C", "C", "C", "C", "C", "C", "C", "C", "H", "H", "H", "H", "H", "H", "H", "H", "H", "H", "H", "H", "H", "H", "H", "H", "H", "H", "H", "C", "C", "C", "C", "C", "C", "H", "H", "H", "H", "H", "H", "H", "H", "H", "O", "C", "C", "C", "C", "C", "C", "C", "O", "O", "H", "H", "H", "H", "H"], "xyz": [[0.72, 0.65, 0.62], [0.92, 6.23, -3.79], [0.47, 5.45, -2.11], [-0.66, 5.91, -1.46], [-0.98, 5.29, -0.25], [-0.19, 4.28, 0.24], [-0.53, 3.61, 1.45], [0.97, 3.80, -0.39], [1.76, 2.71, 0.11], [2.82, 2.28, -0.74], [3.79, 1.47, -0.44], [4.88, 1.30, -1.37], [6.04, 0.65, -1.04], [6.24, 0.06, 0.22], [5.17, 0.05, 1.12], [5.24, -0.58, 2.39], [4.14, -0.68, 3.19], [2.92, -0.19, 2.71], [2.82, 0.45, 1.56], [3.92, 0.66, 0.79], [1.27, 4.44, -1.61], [-1.28, 6.69, -1.87], [-1.87, 5.58, 0.30], [1.87, 2.68, 1.19], [4.77, 1.79, -2.34], [6.84, 0.61, -1.77], [7.18, -0.41, 0.49], [6.19, -1.00, 2.72], [4.17, -1.17, 4.15], [2.01, -0.32, 3.28], [2.16, 4.11, -2.14], [-1.79, -0.22, -2.93], [-0.85, 1.22, -2.10], [-1.99, 2.68, -2.58], [0.75, 1.56, -3.09], [-0.93, 1.19, -0.41], [-1.90, 0.07, -3.98], [-2.77, -0.30, -2.46], [-1.27, -1.17, -2.87], [-2.07, 2.74, -3.66], [-1.57, 3.61, -2.18], [-2.97, 2.51, -2.14], [0.78, 0.81, -3.88], [1.63, 1.50, -2.45], [0.65, 2.56, -3.49], [3.76, -2.26, -1.29], [2.58, -3.12, -0.78], [2.63, -3.20, 0.75], [2.74, -4.53, -1.37], [0.98, -2.24, -1.31], [1.01, -0.65, -1.02], [-0.56, -3.06, -0.57], [-0.70, -4.44, -0.38], [-1.88, -5.00, 0.09], [-2.98, -4.19, 0.36], [-2.87, -2.82, 0.18], [-1.68, -2.27, -0.27], [0.83, -2.54, -3.18], [1.63, -1.79, -4.05], [1.58, -1.97, -5.43], [0.71, -2.92, -5.97], [-0.09, -3.67, -5.13], [-0.03, -3.48, -3.75], [4.70, -2.65, -0.87], [3.67, -1.22, -1.00], [3.84, -2.30, -2.38], [3.61, -3.58, 1.08], [1.86, -3.87, 1.14], [2.48, -2.23, 1.22], [3.76, -4.88, -1.17], [2.61, -4.54, -2.46], [2.06, -5.25, -0.94], [0.13, -5.10, -0.59], [-1.95, -6.07, 0.24], [-3.91, -4.63, 0.72], [-3.71, -2.17, 0.40], [-1.61, -1.19, -0.36], [2.31, -1.04, -3.64], [2.21, -1.38, -6.08], [0.67, -3.06, -7.05], [-0.77, -4.41, -5.55], [-0.68, -4.07, -3.11], [-4.86, 3.42, 3.49], [-4.40, 3.00, 2.09], [-4.62, 1.49, 1.90], [-5.23, 3.76, 1.04], [-2.97, 3.32, 1.89], [-1.80, 3.46, 1.68], [-5.91, 3.16, 3.64], [-4.74, 4.49, 3.63], [-4.26, 2.91, 4.25], [-5.69, 1.26, 1.91], [-4.14, 0.93, 2.70], [-4.19, 1.16, 0.96], [-6.29, 3.50, 1.13], [-4.89, 3.50, 0.03], [-5.12, 4.84, 1.16], [-1.27, 1.38, 4.95], [-1.80, 0.14, 4.78], [-2.73, -0.37, 5.68], [-3.26, -1.64, 5.51], [-2.86, -2.42, 4.43], [-1.93, -1.92, 3.54], [-1.40, -0.64, 3.68], [-0.44, -0.17, 2.64], [-0.05, 1.03, 2.57], [-0.01, -1.01, 1.79], [-1.68, 1.78, 5.72], [-3.03, 0.24, 6.52], [-3.98, -2.01, 6.22], [-3.27, -3.42, 4.29], [-1.60, -2.50, 2.69]]}

---

{"formula": "C48H52BrIN4O3Sc", "method": "ωB97M-V with the def2-TZVPD basis set", "e_tot_ev": -161571.2670, "relative_energy_kcal_mol": 46.35, "homo_ev": -4.494, "multiplicity": 1, "charge": -1, "lumo_ev": 2.036, "symbols": ["Sc", "C", "N", "C", "C", "C", "C", "C", "C", "C", "N", "C", "C", "C", "C", "C", "C", "N", "C", "C", "H", "H", "H", "H", "H", "H", "H", "H", "H", "H", "H", "H", "H", "H", "H", "H", "H", "H", "H", "H", "C", "C", "C", "C", "N", "C", "C", "C", "C", "C", "C", "C", "H", "H", "H", "H", "H", "H", "H", "H", "C", "C", "C", "C", "C", "C", "C", "Br", "C", "O", "C", "C", "C", "C", "C", "C", "H", "H", "H", "H", "H", "H", "H", "H", "H", "H", "H", "H", "H", "H", "H", "H", "H", "H", "H", "H", "I", "C", "C", "C", "C", "C", "C", "C", "O", "O", "H", "H", "H", "H"], "xyz": [[-0.47, -1.27, -0.25], [0.11, -4.45, -1.81], [0.24, -3.04, -2.15], [-0.52, -2.80, -3.39], [1.57, -2.54, -2.19], [2.31, -2.42, -3.36], [3.65, -1.97, -3.28], [4.20, -1.65, -2.07], [3.44, -1.66, -0.89], [2.14, -2.24, -0.93], [1.32, -2.48, 0.18], [1.80, -3.11, 1.32], [3.08, -3.65, 1.48], [3.45, -4.39, 2.57], [2.57, -4.62, 3.56], [1.29, -4.14, 3.45], [0.87, -3.35, 2.38], [-0.53, -2.97, 2.20], [-1.18, -2.58, 3.48], [-1.30, -4.13, 1.70], [0.57, -5.08, -2.59], [0.68, -4.52, -0.90], [-0.97, -4.66, -1.70], [-0.11, -3.32, -4.25], [-1.49, -3.13, -3.16], [-0.60, -1.76, -3.71], [1.86, -2.67, -4.32], [4.16, -1.83, -4.23], [5.20, -1.30, -2.07], [3.85, -1.34, 0.05], [3.74, -3.61, 0.65], [4.41, -4.93, 2.59], [2.81, -5.24, 4.40], [0.57, -4.36, 4.19], [-2.11, -2.03, 3.28], [-1.43, -3.39, 4.18], [-0.44, -1.86, 3.96], [-1.13, -5.00, 2.35], [-2.35, -3.84, 1.83], [-1.07, -4.36, 0.67], [-0.42, 2.85, 4.84], [-0.56, 1.48, 4.49], [-0.96, 1.15, 3.25], [-1.30, 2.16, 2.32], [-1.18, 3.47, 2.63], [-0.74, 3.78, 3.88], [-1.95, 1.83, 1.03], [-2.76, 2.87, 0.53], [-3.51, 2.80, -0.61], [-3.46, 1.61, -1.28], [-2.59, 0.58, -0.86], [-1.80, 0.59, 0.32], [-0.02, 3.14, 5.81], [-0.26, 0.75, 5.25], [-1.16, 0.13, 2.91], [-0.69, 4.83, 4.05], [-2.87, 3.82, 1.06], [-4.16, 3.57, -0.87], [-4.01, 1.43, -2.21], [-2.50, -0.24, -1.49], [2.26, 6.38, -0.54], [2.56, 5.18, 0.44], [4.07, 5.22, 0.78], [1.80, 5.61, 1.76], [2.07, 3.79, -0.11], [1.88, 2.80, 0.81], [1.48, 1.54, 0.35], [1.60, 0.11, 1.59], [1.04, 1.25, -0.97], [0.56, 0.07, -1.22], [1.34, 2.24, -1.95], [1.80, 3.48, -1.46], [1.13, 2.08, -3.47], [-0.11, 1.16, -3.78], [0.76, 3.44, -4.16], [2.38, 1.54, -4.17], [2.58, 7.30, -0.07], [1.18, 6.36, -0.68], [2.70, 6.25, -1.53], [4.49, 6.18, 1.07], [4.67, 4.86, -0.02], [4.33, 4.60, 1.64], [1.87, 6.69, 1.96], [2.21, 5.10, 2.67], [0.76, 5.35, 1.67], [2.06, 2.92, 1.85], [1.95, 4.23, -2.28], [-0.99, 1.71, -3.47], [-0.02, 0.24, -3.24], [-0.06, 0.95, -4.88], [0.09, 4.03, -3.57], [0.34, 3.21, -5.18], [1.65, 4.01, -4.39], [2.56, 0.47, -3.84], [3.30, 2.13, -3.93], [2.12, 1.45, -5.25], [-8.31, -2.10, 2.76], [-6.59, -2.54, 1.70], [-6.53, -3.68, 0.92], [-5.45, -3.82, 0.08], [-4.41, -2.92, 0.13], [-4.44, -1.84, 1.03], [-5.57, -1.58, 1.81], [-3.17, -3.11, -0.70], [-3.20, -3.97, -1.57], [-2.18, -2.35, -0.49], [-7.27, -4.46, 0.91], [-5.31, -4.59, -0.65], [-3.59, -1.22, 1.06], [-5.73, -0.68, 2.34]]}